ORCA calculation (ωB97M-V/def2-TZVPD) on a cluster of 2 separate species, C3H5ClN2S in total in a non-equilibrium geometry.

```
12
Properties=species:S:1:pos:R:3:nbo_charge:R:1
C -1.30718 -0.56817 -0.10883 0.340
C 0.86956 0.35872 -0.10992 -0.078
C 2.21306 0.18536 0.14471 -0.209
H -1.39756 1.89221 -0.29050 0.396
H -2.92489 0.52282 0.52494 0.440
H 0.28139 -1.63956 -0.23030 0.460
H 0.74424 1.64656 0.04656 0.252
H 2.82228 1.22117 0.43185 0.260
N -2.07428 0.68357 -0.05699 -0.851
N -0.06485 -0.68419 -0.34331 -0.618
S -2.19472 -2.05416 0.03820 -0.302
Cl 3.03296 -1.56433 -0.04640 -0.090
```

* total charge: 0
* max |F|: 7.78 eV Å⁻¹
* Kohn-Sham gap: 8.0006 eV
* E_LUMO: -0.3298 eV
* HOMO energy: -0.3061 Ha
* total energy: -29525.496 eV
* energy above the lowest of the compared OMol25 structures with the same formula, charge and spin: 86.1 kcal per mole

ORCA calculation (ωB97M-V/def2-TZVPD) on the ion C3H5ClN3 with charge +1 in a non-equilibrium geometry.

```
12
Properties=species:S:1:pos:R:3:nbo_charge:R:1
C -1.58882 -1.10315 0.07177 0.296
C -0.86506 0.60616 -0.92883 0.299
C 1.44054 0.81245 0.22283 -0.245
N -1.83875 -0.26831 -0.91679 -0.404
N -0.41076 -0.81719 0.68637 -0.312
N 0.09018 0.30213 -0.01822 -0.153
Cl 2.65281 -0.32747 -0.39325 0.004
H -2.25749 -1.83118 0.26674 0.247
H -0.76923 1.48689 -1.56831 0.262
H 1.69028 0.60961 1.22868 0.245
H 1.80010 1.79014 -0.12055 0.292
H 0.05619 -1.26007 1.46955 0.470
```

* total charge: +1
* max |F|: 3.90 eV Å⁻¹
* Kohn-Sham gap: 10.5783 eV
* E_LUMO: -4.8908 eV
* HOMO energy: -0.5685 Ha
* total energy: -20176.443 eV
* energy above the lowest of the compared OMol25 structures with the same formula, charge and spin: 10.1 kcal per mole
* SMILES string: ClC[n+]1cnc[nH]1

ORCA calculation (ωB97M-V/def2-TZVPD) on the ion C3H5ClNOS with charge +1 in a non-equilibrium geometry.

```
12
Properties=species:S:1:pos:R:3:nbo_charge:R:1
C -0.64255 -1.48989 0.13748 0.552
C 0.56047 -0.55913 0.35780 -0.327
C -1.84910 -0.43451 0.21727 -0.284
N 0.03834 0.52922 -0.48603 -0.742
O -0.83261 -2.61022 -0.28972 -0.413
S -3.38020 -0.70770 -0.42950 0.657
Cl -4.46835 0.76096 0.30911 -0.030
H 0.58210 -0.22625 1.33669 0.238
H 1.44620 -1.01711 -0.04843 0.257
H -1.87807 0.23463 1.06669 0.252
H 0.36948 1.45820 -0.13539 0.416
H 0.48250 0.48756 -1.48848 0.425
```

* total charge: +1
* max |F|: 3.20 eV Å⁻¹
* Kohn-Sham gap: 8.7374 eV
* E_LUMO: -6.1489 eV
* HOMO energy: -0.5471 Ha
* total energy: -30077.773 eV
* energy above the lowest of the compared OMol25 structures with the same formula, charge and spin: 10.6 kcal per mole

ORCA calculation (ωB97M-V/def2-TZVPD) on a cluster of 2 separate species, C3H5ClO in total in a non-equilibrium geometry.

```
10
Properties=species:S:1:pos:R:3:nbo_charge:R:1
C 0.66020 1.26835 -0.01433 -0.304
C -0.85572 1.28736 -0.29895 -0.552
C -1.26576 -0.12508 0.38894 0.420
H 0.53693 1.78913 1.01672 0.216
H 1.23939 2.00981 -0.39521 0.221
H -1.53296 2.08800 0.05838 0.245
H -1.11704 1.27686 -1.39680 0.230
H -1.65363 0.44221 1.82483 0.136
O -1.39225 -1.46690 -0.23174 -0.552
Cl 1.31959 -0.61498 0.01718 -0.059
```

* total charge: 0
* max |F|: 11.35 eV Å⁻¹
* Kohn-Sham gap: 9.4691 eV
* E_LUMO: -0.4901 eV
* HOMO energy: -0.3660 Ha
* total energy: -17755.379 eV
* energy above the lowest of the compared OMol25 structures with the same formula, charge and spin: 147.6 kcal per mole

ORCA calculation (ωB97M-V/def2-TZVPD) on a cluster of 2 separate species, C3H5ClO2P in total in a non-equilibrium geometry.

```
12
Properties=species:S:1:pos:R:3:nbo_charge:R:1
C 0.20008 -1.32322 -0.18751 -0.389
C 0.64779 -0.14609 0.07919 -0.294
C -0.17959 1.00400 -0.05646 -0.662
O 3.50984 -2.47380 -0.31382 -0.717
O 2.89778 0.47865 1.80962 -1.104
P 2.55278 -0.14763 0.52499 1.550
Cl 3.03033 1.29212 -0.85745 -0.407
H 0.74704 -2.17545 -0.02378 0.223
H -0.78585 -1.43640 -0.70207 0.155
H 0.31249 1.63695 -0.79500 0.232
H -1.11490 0.57939 -0.45640 0.194
H -0.44668 1.38984 0.99769 0.220
```

* total charge: -1
* max |F|: 3.66 eV Å⁻¹
* Kohn-Sham gap (alpha / beta): 7.1713 / 7.4871 eV
* E_LUMO (alpha / beta): 2.9987 / 3.6573 eV
* HOMO energy (alpha / beta): -0.1533 / -0.1407 Ha
* total energy: -29095.711 eV
* energy above the lowest of the compared OMol25 structures with the same formula, charge and spin: 139.8 kcal per mole

ORCA calculation (ωB97M-V/def2-TZVPD) on a cluster of 2 separate species, C3H5ClO2S in total in a non-equilibrium geometry.

```
12
Properties=species:S:1:pos:R:3:nbo_charge:R:1
C -0.23610 1.48712 -1.33056 0.097
C 0.31620 2.65512 -1.61493 -0.489
C -0.48001 0.28454 -0.98685 -0.490
O -0.27991 -0.28586 1.70606 -0.880
O 1.08599 -0.08287 3.80269 -0.866
S 0.07608 0.62830 2.99752 1.563
Cl -1.81078 0.33178 4.06178 -0.329
H -0.05052 3.19473 -2.48013 0.213
H 0.81923 3.27447 -0.96617 0.214
H -0.09793 -1.24921 1.82875 0.515
H 0.15183 -0.54790 -1.35988 0.221
H -1.34784 -0.14296 -0.46896 0.230
```

* total charge: 0
* max |F|: 3.40 eV Å⁻¹
* Kohn-Sham gap: 9.4735 eV
* E_LUMO: -0.4037 eV
* HOMO energy: -0.3630 Ha
* total energy: -30641.867 eV
* energy above the lowest of the compared OMol25 structures with the same formula, charge and spin: 54.4 kcal per mole

ORCA calculation (ωB97M-V/def2-TZVPD) on the molecule C3H5ClO3 in a non-equilibrium geometry.

```
12
Properties=species:S:1:pos:R:3:nbo_charge:R:1
C -0.22298 -1.00916 0.33881 -0.082
C 0.79083 -0.06582 -0.38320 -0.349
C 0.56433 1.44034 -0.04816 0.767
H -2.14378 -1.30131 0.17030 0.494
H 0.04936 -2.03897 0.08806 0.193
H -0.13494 -0.83511 1.43667 0.185
H 0.70942 -0.17189 -1.46388 0.242
H -1.32559 1.09091 -0.05317 0.509
O -1.50449 -0.68088 -0.17964 -0.740
O -0.69882 1.84338 -0.03652 -0.677
O 1.46178 2.20085 0.15514 -0.547
Cl 2.45488 -0.47235 -0.02440 0.005
```

* total charge: 0
* max |F|: 1.40 eV Å⁻¹
* Kohn-Sham gap: 10.7288 eV
* E_LUMO: 0.2359 eV
* HOMO energy: -0.3856 Ha
* total energy: -21857.041 eV
* energy above the lowest of the compared OMol25 structures with the same formula, charge and spin: 0.8 kcal per mole
* SMILES string: O=C(O)[C@@H](Cl)CO

ORCA calculation (ωB97M-V/def2-TZVPD) on the molecule C3H5ClO3 in a non-equilibrium geometry.

```
12
Properties=species:S:1:pos:R:3:nbo_charge:R:1
C 0.20982 -0.91720 -0.25185 -0.060
C -0.81142 -0.02180 0.49428 -0.350
C -0.59954 1.45316 0.06443 0.767
H 1.94927 -1.57472 -0.28662 0.492
H -0.03829 -2.00205 0.17222 0.162
H 0.01097 -0.84797 -1.33263 0.173
H -0.53807 -0.07810 1.51202 0.244
H 1.48611 1.19142 -0.39928 0.525
O 1.45268 -0.80465 0.14535 -0.716
O 0.69832 1.84616 0.00153 -0.719
O -1.45629 2.34023 -0.08468 -0.540
Cl -2.36357 -0.58449 -0.03478 0.023
```

* total charge: 0
* max |F|: 6.36 eV Å⁻¹
* Kohn-Sham gap: 10.5700 eV
* E_LUMO: 0.1114 eV
* HOMO energy: -0.3843 Ha
* total energy: -21855.494 eV
* energy above the lowest of the compared OMol25 structures with the same formula, charge and spin: 36.4 kcal per mole
* SMILES string: O=C(O)[C@@H](Cl)CO

ORCA calculation (ωB97M-V/def2-TZVPD) on a cluster of 2 separate species, C3H5ClOS2 in total in a non-equilibrium geometry.

```
12
Properties=species:S:1:pos:R:3:nbo_charge:R:1
C -0.59297 -0.71482 -2.02869 -0.562
C -0.17657 1.11970 1.79815 -0.728
C 0.42969 -0.23280 1.39946 0.467
O 0.37356 -0.72595 0.30377 -0.550
S -0.34437 0.82065 -2.04075 0.577
S -0.14225 -2.20114 -2.56216 0.226
Cl 1.45168 1.67866 -2.91181 -0.383
H -0.82727 0.77241 2.63251 0.236
H -0.71641 1.56807 0.93675 0.239
H 0.64435 1.81436 2.22746 0.245
H 1.05001 -0.84749 2.28569 0.093
H -1.14946 -3.05165 -2.04039 0.138
```

* total charge: 0
* max |F|: 2.71 eV Å⁻¹
* Kohn-Sham gap: 9.0929 eV
* E_LUMO: 0.1226 eV
* HOMO energy: -0.3297 Ha
* total energy: -39429.739 eV
* energy above the lowest of the compared OMol25 structures with the same formula, charge and spin: 45.3 kcal per mole

ORCA calculation (ωB97M-V/def2-TZVPD) on a structure of composition C3H5ClP in a non-equilibrium geometry.

```
10
Properties=species:S:1:pos:R:3:nbo_charge:R:1
C -0.06662 -2.17745 0.44347 -0.256
C 0.20089 -1.64548 -0.62915 -0.032
C -0.20926 1.25224 0.24364 -1.003
P -1.20535 -0.23320 0.86130 1.001
Cl -2.77794 -0.52901 -0.27430 -0.147
H -0.24619 -2.97975 1.16880 0.324
H 0.36224 -1.10794 -1.45367 0.253
H -0.33968 1.51715 -0.84141 0.273
H 0.90592 1.43232 0.46123 0.311
H -0.72117 1.91429 0.99756 0.275
```

* total charge: +1
* max |F|: 4.56 eV Å⁻¹
* Kohn-Sham gap: 9.2706 eV
* E_LUMO: -5.7234 eV
* HOMO energy: -0.5510 Ha
* total energy: -24992.906 eV
* energy above the lowest of the compared OMol25 structures with the same formula, charge and spin: 29.0 kcal per mole